# C45H99NO4

A cluster of 5 separate species, C45H99NO4 in total (ωB97M-V/def2-TZVPD, the OMol25 dataset).

Output
SMILES: CCCCCCCCCCOC[C@@](C[C@@H](O)CN)(C[C@H]1CO1)OCCC.CCCCCC.CCCCCC.CCCCCC.CCCCCC
Energy in a.u.: -2129.466879
Strongest force on any atom in eV/A: 2.24

```
149
Properties=species:S:1:pos:R:3:forces:R:3:lowdin_charge:R:1
C -6.854 5.129 2.811 -0.30 -0.31 -0.04 -0.1195
C -7.376 3.724 3.136 0.38 0.45 0.54 -0.2560
C -6.266 2.809 3.703 -0.43 -0.37 -0.82 -0.1963
C -6.089 1.474 2.932 0.12 0.07 0.72 -0.1912
C -6.291 0.203 3.789 0.16 0.07 -0.67 -0.2088
C -5.274 -0.886 3.410 -0.09 0.01 0.74 -0.2003
C -3.931 -0.702 4.162 -0.43 0.43 -0.32 -0.2048
C -2.731 -0.483 3.247 0.23 -0.52 0.61 -0.2027
C -2.358 -1.733 2.426 -0.25 0.28 -0.25 -0.1589
C -2.419 -1.493 0.922 0.07 0.34 0.36 -0.2019
O -1.234 -0.841 0.471 -0.23 -0.04 -0.54 -0.1575
C -0.387 -1.682 -0.297 0.02 -0.46 0.55 -0.1248
C 0.733 -0.861 -0.932 0.49 0.76 0.22 -0.3902
C 0.355 -0.320 -2.324 0.04 -0.88 0.03 -0.0375
C -1.131 -0.090 -2.588 0.16 0.96 -1.09 -0.3316
O -1.220 1.087 -3.448 -0.03 -0.27 0.50 -0.0499
C -1.788 -1.246 -3.354 -0.66 0.30 0.66 -0.2149
N -3.234 -1.357 -3.119 0.27 -0.21 -0.15 0.0202
C 1.169 0.284 0.035 -0.75 -0.38 -0.36 -0.0426
C 0.392 1.536 -0.171 1.70 -0.88 0.44 -0.3595
C 1.032 2.820 0.578 -2.22 0.30 -0.02 0.0224
O 0.893 2.448 -0.965 -1.13 1.11 -0.85 -0.0769
O 1.879 -1.674 -1.193 -0.54 -0.20 0.19 -0.1053
C 2.573 -2.193 -0.074 0.83 -0.49 0.02 -0.2162
C 3.942 -1.529 0.169 -0.66 0.44 -0.07 -0.2102
C 4.599 -0.943 -1.094 0.78 -0.57 0.68 -0.0783
H -6.184 5.469 3.597 0.10 0.10 0.00 0.0669
H -6.327 5.116 1.859 0.19 0.14 0.00 0.0705
H -7.672 5.845 2.741 -0.02 0.07 -0.11 0.0644
H -7.817 3.285 2.245 -0.14 -0.08 -0.04 0.0927
H -8.156 3.835 3.889 -0.20 -0.15 -0.08 0.0975
H -6.481 2.576 4.744 0.09 0.12 0.14 0.0981
H -5.321 3.346 3.659 0.08 0.07 0.19 0.0979
H -6.770 1.419 2.085 0.03 0.10 -0.16 0.1019
H -5.074 1.460 2.535 0.07 -0.09 -0.15 0.0912
H -6.197 0.455 4.844 0.05 -0.10 0.14 0.0969
H -7.303 -0.175 3.642 -0.11 0.02 0.05 0.1052
H -5.706 -1.854 3.664 0.07 -0.15 -0.19 0.1038
H -5.107 -0.851 2.333 -0.08 -0.15 -0.13 0.0989
H -4.042 0.181 4.793 0.12 0.04 0.13 0.1050
H -3.762 -1.537 4.841 0.13 -0.11 -0.02 0.0975
H -1.882 -0.237 3.886 0.07 0.25 -0.07 0.1070
H -2.927 0.381 2.612 0.09 0.03 -0.16 0.1025
H -3.037 -2.553 2.667 0.00 -0.07 0.10 0.1151
H -1.347 -2.036 2.694 0.04 -0.26 -0.09 0.1122
H -2.612 -2.410 0.365 0.15 -0.08 -0.09 0.1246
H -3.241 -0.799 0.728 -0.14 -0.07 -0.15 0.1150
H 0.025 -2.445 0.373 0.22 0.00 -0.06 0.1314
H -0.958 -2.237 -1.044 -0.08 0.11 -0.15 0.1203
H 0.680 -1.105 -3.011 0.07 0.00 -0.08 0.1335
H 0.951 0.550 -2.578 -0.11 0.26 0.10 0.1296
H -1.710 0.153 -1.699 0.15 -0.31 0.31 0.1270
H -1.997 1.570 -3.162 -0.10 0.23 -0.15 0.0825
H -1.301 -2.187 -3.100 0.01 -0.11 -0.16 0.1021
H -1.672 -1.013 -4.408 0.41 -0.28 -0.14 0.1210
H -3.489 -1.043 -2.193 -0.09 0.02 0.03 0.0535
H -3.753 -0.831 -3.806 -0.12 0.11 0.08 0.0460
H 0.998 0.006 1.072 0.41 -0.24 0.09 0.1368
H 2.195 0.561 -0.183 0.20 -0.17 0.18 0.1323
H -0.691 1.471 -0.145 -0.16 0.02 0.36 0.1409
H 1.178 3.875 0.333 1.59 -0.14 0.63 0.0907
H -0.016 3.032 0.964 0.05 0.47 -0.61 0.0733
H 2.763 -3.248 -0.287 -0.14 -0.07 -0.14 0.1227
H 2.002 -2.176 0.854 -0.22 0.15 -0.05 0.1125
H 3.807 -0.723 0.891 0.04 0.03 0.07 0.0944
H 4.574 -2.265 0.664 0.11 -0.09 -0.06 0.0978
H 4.106 -1.222 -2.017 -0.25 0.21 -0.03 0.0732
H 4.706 0.130 -0.972 -0.21 0.15 -0.42 0.0668
H 5.616 -1.337 -1.150 0.09 0.09 -0.16 0.0483
C -2.056 2.135 -6.502 -0.06 0.09 -0.11 -0.1032
C -3.301 2.893 -6.051 0.09 -0.11 0.03 -0.2634
C -4.499 1.983 -5.783 -0.06 0.07 0.02 -0.2280
C -4.999 1.198 -6.996 0.05 -0.05 -0.01 -0.2296
C -5.406 2.055 -8.193 -0.11 -0.01 0.03 -0.2697
C -6.569 2.998 -7.896 0.08 0.01 -0.08 -0.1122
H -2.220 1.612 -7.446 -0.02 0.02 -0.01 0.0673
H -1.222 2.822 -6.648 0.03 -0.03 0.01 0.0746
H -1.761 1.405 -5.749 0.05 -0.02 -0.01 0.0467
H -3.561 3.652 -6.794 -0.05 0.01 0.02 0.0980
H -3.068 3.437 -5.131 -0.01 0.04 -0.02 0.1022
H -5.317 2.584 -5.374 -0.01 -0.02 0.00 0.1018
H -4.230 1.269 -4.996 0.03 0.01 0.00 0.0891
H -5.857 0.591 -6.687 -0.01 0.01 -0.01 0.1090
H -4.231 0.488 -7.314 0.01 0.01 0.02 0.1012
H -5.692 1.390 -9.012 0.03 0.00 -0.02 0.1039
H -4.550 2.631 -8.553 0.02 -0.02 0.01 0.0984
H -7.449 2.439 -7.571 0.00 0.01 0.04 0.0741
H -6.844 3.563 -8.788 -0.03 0.01 0.01 0.0684
H -6.317 3.718 -7.117 -0.01 0.00 0.01 0.0643
C -3.728 -2.642 10.819 -0.08 0.00 -0.10 -0.1121
C -3.785 -3.683 9.704 0.03 0.00 0.11 -0.2712
C -2.472 -4.440 9.511 -0.01 -0.03 -0.05 -0.2306
C -1.281 -3.571 9.103 -0.01 0.04 0.05 -0.2297
C -1.481 -2.770 7.818 0.07 -0.08 -0.05 -0.2684
C -1.701 -3.644 6.586 -0.03 0.15 0.01 -0.1067
H -2.990 -1.866 10.610 0.01 0.00 0.02 0.0644
H -4.695 -2.150 10.936 0.01 0.01 0.03 0.0684
H -3.471 -3.108 11.772 0.04 0.02 0.00 0.0745
H -4.086 -3.202 8.769 0.01 -0.02 -0.02 0.0963
H -4.569 -4.407 9.940 -0.02 0.00 -0.03 0.1036
H -2.624 -5.226 8.766 0.02 0.00 0.00 0.1001
H -2.220 -4.956 10.443 -0.01 0.00 0.01 0.1091
H -0.405 -4.216 8.986 0.01 0.01 -0.02 0.1091
H -1.037 -2.880 9.915 -0.01 -0.01 0.01 0.1007
H -0.595 -2.150 7.656 -0.02 0.03 0.01 0.1047
H -2.320 -2.077 7.930 0.00 0.00 0.02 0.0965
H -0.855 -4.316 6.431 -0.02 -0.04 0.00 0.0762
H -1.804 -3.024 5.693 0.00 -0.05 -0.03 0.0514
H -2.605 -4.247 6.675 0.01 -0.02 -0.01 0.0673
C 11.037 -4.467 -1.813 -0.04 -0.11 0.05 -0.1124
C 9.948 -5.381 -2.369 0.08 0.08 -0.05 -0.2712
C 8.904 -4.643 -3.205 -0.04 -0.05 -0.01 -0.2298
C 8.103 -3.583 -2.447 0.04 0.05 0.03 -0.2293
C 7.350 -4.099 -1.222 -0.11 -0.01 -0.06 -0.2681
C 6.289 -5.144 -1.559 0.04 0.03 0.11 -0.1073
H 10.627 -3.713 -1.140 0.01 0.02 -0.01 0.0643
H 11.772 -5.043 -1.249 0.02 0.03 0.00 0.0681
H 11.562 -3.954 -2.621 -0.01 0.04 0.01 0.0744
H 9.466 -5.917 -1.547 -0.02 -0.01 -0.01 0.0972
H 10.416 -6.144 -2.997 -0.02 -0.03 0.02 0.1034
H 8.219 -5.376 -3.642 -0.01 0.01 0.00 0.1005
H 9.403 -4.160 -4.050 0.02 0.00 0.00 0.1092
H 7.386 -3.130 -3.139 -0.02 0.00 0.01 0.1094
H 8.770 -2.774 -2.136 0.01 -0.01 -0.01 0.1016
H 6.862 -3.251 -0.734 0.03 0.00 0.04 0.0821
H 8.050 -4.510 -0.490 0.02 0.02 -0.01 0.1000
H 5.555 -4.740 -2.259 0.01 -0.02 -0.03 0.0742
H 5.756 -5.456 -0.659 -0.02 -0.02 -0.02 0.0675
H 6.729 -6.037 -2.004 -0.01 0.00 -0.02 0.0645
C 6.573 4.324 -3.995 -0.09 0.05 -0.07 -0.1127
C 5.766 5.574 -3.655 0.11 -0.03 0.02 -0.2717
C 5.624 5.814 -2.153 -0.03 0.04 0.01 -0.2310
C 4.883 4.713 -1.393 0.02 -0.02 -0.04 -0.2250
C 3.469 4.421 -1.891 0.02 0.05 0.12 -0.2642
C 2.521 5.610 -1.761 -0.04 -0.11 -0.09 -0.1094
H 6.097 3.420 -3.614 0.01 -0.01 0.01 0.0636
H 6.671 4.211 -5.076 0.03 -0.02 0.01 0.0677
H 7.578 4.384 -3.573 0.00 -0.03 0.03 0.0736
H 4.780 5.511 -4.123 -0.01 0.01 0.02 0.0975
H 6.260 6.443 -4.099 -0.03 0.01 -0.02 0.1026
H 5.118 6.771 -1.995 -0.01 -0.01 0.01 0.0996
H 6.621 5.927 -1.716 0.01 0.00 -0.02 0.1079
H 4.835 4.994 -0.336 -0.02 -0.01 0.01 0.1099
H 5.467 3.788 -1.429 0.01 0.01 0.00 0.0988
H 3.063 3.589 -1.314 0.01 -0.04 -0.05 0.0798
H 3.494 4.086 -2.932 0.01 -0.01 0.00 0.1037
H 2.449 5.936 -0.720 0.03 0.05 0.00 0.0723
H 1.519 5.339 -2.099 0.00 0.01 0.02 0.0696
H 2.850 6.461 -2.360 0.00 0.02 0.03 0.0644
```
Forces are in eV/Å.